Formula: C35H28AsDyN13OS5
Source: OMol25
Level of theory: ωB97M-V with the def2-TZVPD basis set

Each line ends with the Mulliken charge.
Positions of all 84 atoms, in Å:
H -1.93563 -7.84002 0.77146  0.262
H -7.71398 0.79229 2.04188  0.417
C -9.25881 3.27431 -1.50740  -0.030
C -8.51565 1.86661 0.35856  -0.805
C -1.69637 -3.86555 0.02326  0.221
H -0.22502 1.24371 3.20495  0.615
S 2.06057 0.61658 4.49658  -0.478
H 1.67011 2.90051 3.81994  -0.004
C -7.51181 1.19394 1.04679  -0.365
H -6.31070 -1.17059 2.24697  0.463
H -1.91045 0.38054 -2.47817  0.611
C -1.18920 -7.46259 0.03472  -1.243
N 0.88680 -0.62546 -3.37853  0.883
O 4.68754 1.30555 -0.58151  -0.112
S 2.69045 -2.95143 3.72179  -0.546
H 6.83253 -1.39062 -2.30301  0.464
C -4.11019 -1.09011 2.33910  -0.768
N -9.97516 4.02078 -2.00686  -0.482
C -0.95169 -0.02651 -2.56624  -0.746
H 1.08676 -6.20222 1.05836  0.306
C 1.63859 3.58368 2.95663  -1.047
C 3.78667 4.84551 2.85364  -0.869
C 5.03037 -0.28562 -2.35282  0.513
C 3.76661 -0.08527 -2.90368  0.276
S -2.91631 -2.67832 -0.40272  -0.471
S 1.75357 -0.76544 1.07246  -0.351
H -6.78570 2.63366 -2.46693  0.399
C -7.01207 2.24510 -1.47498  -0.835
N -0.27394 -0.59462 -1.54665  0.384
C 5.72961 4.16845 1.59373  -0.933
C 4.93753 3.10332 1.11863  0.078
H 5.59400 5.92107 2.84890  0.393
N -1.90222 -5.18946 -0.12304  -0.644
N -3.19841 -0.25578 1.75060  0.060
C -0.95261 -6.01816 0.23340  1.123
C 3.04176 3.73523 2.41582  0.784
As 1.63858 -1.15220 3.37243  0.441
C -8.26408 2.43172 -0.85584  0.649
N 0.70553 3.29020 0.72464  -0.751
H 3.11644 2.02123 1.17312  0.466
C 5.13141 5.02767 2.50443  -0.680
C -6.27070 0.97935 0.46478  0.272
N -5.22922 0.28176 1.11252  0.208
H -3.57123 1.47330 0.51787  0.585
C 3.62816 2.88976 1.54312  0.332
Dy -0.95385 -1.02032 1.02093  0.253
C 0.42782 -4.20896 0.87696  0.098
H 3.58968 -2.76379 -4.86466  0.410
H 1.68931 -1.58175 -5.11338  0.361
H -0.30429 2.47543 -0.88680  0.487
H 5.86491 -3.12217 -3.91402  0.361
N -0.52754 -3.36121 0.49900  0.233
N 6.73483 1.24670 -1.41118  -0.589
C 3.25590 -0.94315 -3.83091  0.283
C -3.93181 0.60341 1.06135  -0.482
H 3.15838 0.71616 -2.51892  0.552
C 4.04023 -2.06285 -4.20582  -1.035
N 0.75703 2.86012 2.04426  0.852
H 1.81286 0.16723 -5.03563  0.300
C 1.90692 -0.75742 -4.43660  -0.732
H -1.64180 -7.57275 -0.93629  0.339
H 6.77765 4.27898 1.25370  0.421
C 0.27849 -5.56498 0.70628  -1.079
C -6.05918 1.47391 -0.83440  -0.112
S -0.59383 -1.40570 3.56667  -0.376
C -0.13964 2.45313 0.18351  -0.602
N -0.70824 1.57325 1.07593  0.000
H -9.49732 2.03267 0.78508  0.443
N -0.29092 0.00779 -3.69767  -1.147
C 5.32104 -2.21959 -3.71258  -0.755
C -5.37033 -0.75447 1.99884  -0.342
H 3.30852 5.55242 3.50289  0.396
C 5.55059 0.76975 -1.43926  0.408
N 6.72584 2.20545 -0.37937  -0.427
C 5.84569 -1.31990 -2.77283  -0.673
H -5.13477 1.17770 -1.34918  0.549
H -0.29065 -8.07122 0.17549  0.329
H -3.78196 -1.89828 2.96334  0.426
C 0.88066 -0.97304 -2.08510  -0.840
H 1.34004 -3.76128 1.31081  0.286
H 1.66848 -1.45842 -1.57320  0.836
H 1.19304 4.55624 3.18724  0.359
C 5.50729 2.23276 0.07372  0.526
C -0.14146 1.86226 2.23909  -0.363

As for the HOMO energy (spin up / spin down): -4.39 / -4.39 eV. The HOMO-LUMO gap (spin up / spin down) comes out at 0.201 / 0.201 Ha. The spin multiplicity is 6. The net charge is -1. The value obtained for the energy relative to the best compared isomer or geometry (same formula, charge and spin) is 0.000 eV.